Density functional theory data (ωB97M-V/def2-TZVPD) for a 5-piece molecular cluster, C2H14O4S overall at a distorted geometry.

```
21
Properties=species:S:1:pos:R:3:forces:R:3:nbo_charge:R:1
C -0.09360 -0.91622 -1.19400 -0.365 -1.760 1.368 -0.65
C -1.62874 -0.68366 -1.22922 0.154 1.437 -0.675 -0.48
S -2.25439 -1.20658 0.48251 1.453 -1.273 -1.506 -0.07
H 0.58689 -0.59783 -1.97193 -0.566 0.347 -0.691 0.24
H 0.09151 -2.06771 -1.09803 -0.208 2.054 0.212 0.20
H 0.19444 -0.34899 -0.29027 0.391 -0.584 -0.389 0.22
H -1.84849 0.42575 -1.50185 0.191 -1.842 0.908 0.20
H -2.13123 -1.27569 -2.00574 0.076 0.065 0.432 0.22
H -3.01421 -0.23233 0.80412 -1.148 1.597 0.189 0.11
O -0.58699 3.29039 -1.53584 -2.007 -1.950 -1.804 -0.90
H -0.88865 3.12717 -0.65881 0.188 0.422 1.634 0.45
H -1.27489 2.65848 -1.95127 1.803 1.593 0.087 0.46
O 1.44236 -1.71156 1.75387 0.179 -0.522 0.982 -0.95
H 0.73671 -1.39821 1.20745 -0.775 0.341 -0.516 0.48
H 1.66804 -2.56333 1.38563 0.086 -0.387 -0.091 0.47
O 3.29074 -0.08453 0.94440 2.637 4.452 -3.995 -0.94
H 3.09585 -0.71283 1.52348 -1.655 -4.023 3.713 0.47
H 2.47656 0.24451 0.58211 -0.487 0.144 0.055 0.47
O 0.44688 1.34861 1.37075 -4.314 0.186 1.980 -0.95
H -0.46488 1.85724 1.12684 3.340 -1.902 0.949 0.46
H 0.15610 0.84730 2.25581 1.025 1.604 -2.842 0.49
```
Positions in Å, forces in eV/Å.

Values from the calculation:
* ΔE to the lowest compared entry with this formula, charge and spin: 55.6 kcal per mole
* SMILES string: CCS.O.O.O.O
* E_LUMO: -0.123 eV
* F_max: 6.537 eV/Å
* frontier orbital gap: 9.71 eV
* HOMO: -9.834 eV

=====

Density functional theory data (ωB97M-V/def2-TZVPD) for a 7-piece molecular cluster, C16H32Cl8O9 overall at a distorted geometry.

```
65
Properties=species:S:1:pos:R:3:forces:R:3:lowdin_spin:R:1
C 2.18723 15.89076 -1.24801 0.319 -0.766 0.454 0.08
Cl 0.50952 16.09398 -0.68425 0.568 0.147 -0.326 0.12
Cl 3.35883 16.76490 -0.15966 -0.375 0.208 -0.591 0.14
H 2.47221 14.84824 -1.10648 -0.262 -0.063 0.046 0.05
H 2.31892 16.11065 -2.30744 -0.062 0.664 0.234 0.03
C 2.10764 14.36948 2.62327 -0.692 -0.626 -0.263 0.05
Cl 3.19660 13.98786 3.99526 -0.245 0.300 -0.260 0.05
Cl 2.48741 13.30243 1.22244 0.265 0.283 -0.173 0.24
H 1.08596 14.08150 2.87096 0.175 0.120 0.383 0.00
H 2.10417 15.42341 2.34520 0.529 -0.253 0.055 0.00
C 0.70102 18.81750 2.96464 1.469 -0.080 0.265 0.01
Cl 0.28592 17.16931 3.23225 -0.577 -1.500 -0.022 0.01
Cl -0.54731 19.88255 3.47607 -1.069 1.034 0.206 0.00
H 1.53685 18.93775 3.65388 0.207 0.561 -0.618 0.00
H 0.93523 18.96690 1.91064 0.073 0.050 0.223 0.01
C 1.76632 13.76876 6.93901 -0.069 0.698 0.303 0.01
Cl 0.52878 15.07429 6.99827 0.233 -0.483 -0.169 0.01
Cl 2.11313 13.22027 8.60428 0.041 -0.070 -0.470 0.01
H 1.42356 12.93609 6.32477 -0.069 0.178 0.232 0.00
H 2.64252 14.24648 6.50068 -0.096 -0.357 0.310 0.01
C 3.68560 21.35314 1.72974 0.743 0.500 0.333 0.01
C 3.94646 21.17805 3.25346 0.809 1.244 -1.760 0.00
O 4.04611 19.83579 3.60956 0.052 -3.142 0.838 0.00
C 4.93948 18.92211 3.09768 1.799 1.080 -2.066 0.00
O 5.88551 19.21978 2.33680 -2.807 -0.837 2.346 0.00
O 4.61239 17.66023 3.50556 0.714 2.725 0.122 0.00
C 5.13439 16.56533 2.76399 -0.486 -1.481 -1.153 0.01
H 4.60259 21.40174 1.14249 0.256 -0.610 0.274 0.00
H 3.28475 22.34098 1.50258 -0.694 -0.112 0.292 0.00
H 3.07897 20.53935 1.33246 -0.202 0.212 0.063 0.00
H 3.15782 21.65073 3.83890 -0.287 -0.632 0.044 0.00
H 4.84667 21.70970 3.56181 0.284 -0.007 -0.206 0.00
H 4.26950 16.27724 2.16643 0.189 -0.685 0.183 0.00
H 5.47453 15.75156 3.40445 -0.506 0.340 0.426 0.00
H 5.92801 16.63401 2.01997 0.208 1.420 0.305 0.00
C -2.43995 15.41252 5.20486 0.211 -1.026 0.012 0.00
C -1.80418 14.10403 4.57093 -0.893 3.991 -0.288 0.00
O -2.25705 13.10001 5.39499 1.081 -3.977 1.316 0.00
C -1.66264 11.85194 5.30152 -0.290 -1.645 -2.248 0.00
O -0.99217 11.42249 4.33099 -1.865 1.769 3.641 0.01
O -2.13600 11.05557 6.35816 0.589 2.559 -1.123 0.00
C -1.83594 9.68238 6.37187 0.128 -1.006 -1.562 0.00
H -2.28563 16.26154 4.53893 0.175 0.055 0.285 0.00
H -2.07147 15.56052 6.21995 0.566 0.295 -0.239 0.00
H -3.50556 15.30333 5.40649 -0.207 -0.291 -0.620 0.00
H -0.72904 14.28184 4.54688 0.098 -0.638 0.080 0.00
H -2.21280 14.10448 3.56042 0.133 -0.851 -0.114 0.00
H -2.72289 9.11505 6.65394 0.044 0.367 0.685 0.00
H -0.94361 9.41442 6.93761 -0.198 0.305 0.310 0.00
H -1.67343 9.32925 5.35354 0.331 0.163 -0.173 0.00
C -0.57039 11.52459 -0.22832 -1.356 1.946 0.341 0.04
C -0.97747 12.31335 1.04812 1.385 0.227 -0.647 0.01
O -1.02703 13.80775 0.86464 1.701 -1.650 -0.418 0.01
C -2.09805 14.51263 0.97539 -0.762 -0.789 0.755 0.00
O -3.20352 13.98311 1.02148 0.585 2.370 0.021 0.00
O -1.64488 15.83611 1.14116 -2.622 -1.521 0.226 0.00
C -2.68893 16.76595 1.43484 -0.671 1.348 -0.384 0.00
H -0.39182 10.48906 0.06132 0.323 0.173 -0.158 0.01
H 0.25575 12.08290 -0.66864 0.394 -0.623 0.008 0.02
H -1.38734 11.59189 -0.94677 -0.078 -0.338 -0.130 0.00
H -0.05754 12.29194 1.63238 -0.521 -0.361 0.647 0.00
H -1.84598 11.86481 1.53042 -0.009 0.713 0.128 0.00
H -3.51188 16.78618 0.72039 0.273 -0.445 -0.476 0.00
H -2.26972 17.77205 1.42312 0.452 -0.194 -0.201 0.00
H -3.22095 16.74072 2.38586 0.563 -0.987 0.466 0.00
```
Positions in Å, forces in eV/Å.

Values from the calculation:
* spin multiplicity: 2
* E_LUMO (spin up / spin down): 2.171 / 2.114 eV
* F_max: 4.456 eV/Å
* total charge: -1
* frontier orbital gap (spin up / spin down): 1.71 / 9.98 eV
* HOMO (spin up / spin down): 0.464 / -7.866 eV

=====

Density functional theory data (ωB97M-V/def2-TZVPD) for C21H26O3 as an isolated structure at a distorted geometry.

```
50
Properties=species:S:1:pos:R:3:forces:R:3:nbo_charge:R:1
C -2.08248 -2.99128 -2.01587 -3.404 10.772 -1.335 -0.58
C -2.11586 -1.67170 -1.29911 1.609 3.844 -2.592 -0.04
C -1.82768 -0.50091 -2.00570 -2.306 -0.628 13.866 0.00
C -1.64334 0.81783 -1.09211 0.386 2.653 0.041 0.51
O -1.35190 2.00619 -1.52070 -1.165 -5.546 0.450 -0.57
C -1.87295 0.75565 0.44334 -0.261 -6.118 -2.056 0.08
C -2.12554 -0.48788 1.12003 -0.027 7.355 -8.051 -0.08
C -2.21683 -1.56858 0.13057 -0.005 -2.874 2.599 0.55
O -2.33498 -2.64869 0.70452 -0.338 -1.293 0.046 -0.57
C -2.67603 -0.52304 2.40749 0.379 1.787 3.183 -0.70
H -2.64465 -1.60057 2.45093 -0.857 -0.559 2.042 0.27
H -1.78893 0.01863 2.93446 -1.783 -1.329 0.395 0.24
H -3.67980 0.12435 2.68501 2.418 -1.978 -1.087 0.25
C -1.85341 2.02387 0.96974 1.163 1.236 9.186 -0.48
H -2.46058 2.14953 1.96859 0.414 -0.994 -1.365 0.19
H -2.25767 2.74977 0.48448 -2.369 4.129 -3.946 0.24
C -0.49417 2.51904 1.45650 3.258 -6.023 -6.837 -0.35
C 0.37542 1.59694 2.33636 1.399 -0.744 -6.987 -0.41
H -0.18905 1.69745 3.11712 -1.909 -0.153 5.952 0.20
H 0.33238 0.51252 1.90018 0.235 1.909 1.002 0.21
C 1.81713 2.12882 2.31064 1.496 -11.122 -0.118 -0.38
C 2.64491 1.69386 1.02299 -2.306 1.057 0.859 -0.01
C 2.97708 1.52221 -0.13199 -0.346 -0.302 3.728 -0.01
C 3.60375 1.26437 -1.35343 -1.367 3.044 -0.815 -0.52
C 3.25002 0.15146 -2.12035 -1.676 -8.666 10.153 -0.26
H 3.59428 -0.10186 -2.95571 3.672 -1.077 -6.891 0.20
H 3.81484 -0.69053 -1.11575 -0.850 0.853 -3.571 0.13
C 1.82189 -0.49798 -2.04220 3.428 4.510 9.655 -0.38
C 1.56202 -1.11193 -0.51095 -0.728 0.909 -3.835 0.06
C 1.18791 -1.69961 0.47930 1.971 4.877 -10.350 -0.12
C 1.01802 -2.16752 1.63670 -3.140 0.714 11.677 -0.15
H 1.07314 -3.14758 1.71689 0.049 -4.930 0.066 0.22
O 1.99147 -1.77142 2.63024 1.212 2.804 0.138 -0.71
H 2.15585 -0.75321 2.59303 -0.549 -2.731 -0.204 0.47
H 0.01707 -1.91008 2.19558 1.043 -0.331 -1.562 0.19
H 1.20385 0.28113 -2.27811 -2.449 2.376 0.334 0.21
H 1.57402 -1.10374 -2.70571 -1.137 -6.290 -5.640 0.20
H 3.07525 1.86016 -1.98983 -1.219 4.054 -1.705 0.23
H 4.56900 1.63250 -1.38636 2.242 0.074 -0.093 0.25
H 2.08239 3.02998 2.51385 1.040 5.843 1.717 0.20
H 2.28370 1.28392 3.20493 -0.634 3.001 -2.138 0.19
H -0.23155 3.40251 1.72933 -0.276 6.250 2.380 0.20
H 0.18057 2.60987 0.41123 -1.611 -0.544 2.044 0.18
C -1.49803 -0.30784 -3.20983 -0.162 -1.897 -11.832 -0.70
H -2.34997 -0.48487 -3.93749 -0.127 -0.081 0.697 0.25
H -0.90237 -1.07022 -3.67415 1.240 -0.270 -0.079 0.24
H -1.31304 0.63096 -3.52101 1.619 3.311 -0.583 0.26
H -1.26741 -3.17823 -2.39870 8.820 -1.712 -3.482 0.21
H -2.34239 -3.64104 -1.46689 -3.830 -9.035 7.214 0.22
H -2.68533 -2.83319 -2.82208 -2.261 -0.133 -2.269 0.21
```
Positions in Å, forces in eV/Å.

Values from the calculation:
* ΔE to the lowest compared entry with this formula, charge and spin: 462.3 kcal per mole
* E_LUMO: -1.194 eV
* F_max: 14.071 eV/Å
* frontier orbital gap: 7.62 eV
* HOMO: -8.814 eV

=====

Density functional theory data (ωB97M-V/def2-TZVPD) for the molecule C4H8O2 at a distorted geometry.

```
14
Properties=species:S:1:pos:R:3:forces:R:3:nbo_charge:R:1
O 1.99954 0.50445 0.12681 -0.953 -0.782 -1.132 -0.73
C 1.12994 -0.53955 -0.42867 0.604 -1.542 -0.621 -0.10
C -0.21162 -0.71103 0.22351 -1.222 2.052 1.437 -0.31
C -1.59032 -0.35317 -0.30823 -0.199 0.688 1.814 -0.41
C -0.86505 0.72752 0.49134 0.683 -2.038 -2.606 0.10
O -0.31392 1.67801 -0.37390 1.457 0.355 0.206 -0.74
H 2.22785 0.19939 0.99025 0.321 -0.077 1.024 0.47
H 0.99782 -0.30079 -1.48441 0.221 0.091 0.136 0.20
H 1.65878 -1.52562 -0.36681 -0.165 0.842 -0.172 0.18
H -0.36065 -1.41900 1.03233 0.745 0.028 0.084 0.21
H -1.82655 -0.17538 -1.33246 0.140 0.262 -0.556 0.23
H -2.41849 -0.78749 0.27725 0.557 -0.210 -0.559 0.21
H -1.11715 1.09268 1.45491 -0.478 -0.083 0.744 0.18
H 0.68982 1.60998 -0.30191 -1.710 0.411 0.201 0.50
```
Positions in Å, forces in eV/Å.

Values from the calculation:
* ΔE to the lowest compared entry with this formula, charge and spin: 58.6 kcal per mole
* SMILES string: OC[C@@H]1C[C@@H]1O
* E_LUMO: 0.805 eV
* F_max: 3.378 eV/Å
* frontier orbital gap: 10.24 eV
* HOMO: -9.430 eV

=====

Density functional theory data (ωB97M-V/def2-TZVPD) for a 2-piece molecular cluster, C4H13N overall at a distorted geometry.

```
18
Properties=species:S:1:pos:R:3:forces:R:3:nbo_charge:R:1
C -1.47577 0.29753 0.87795 -0.939 2.035 -0.477 -0.61
C -1.97963 -0.58028 -0.28211 -2.640 0.967 -0.138 -0.41
C -1.48410 -0.05362 -1.63244 -0.889 -0.943 0.474 -0.60
H -1.77337 1.39573 0.56846 0.545 -1.948 0.769 0.19
H -1.95269 0.11553 1.85465 0.127 -0.147 -0.451 0.21
H -0.39711 0.35115 1.03817 0.028 -0.408 -0.186 0.20
H -2.05828 -1.67580 -0.11201 1.002 0.589 -0.244 0.21
H -3.09367 -0.35384 -0.42293 1.092 -0.165 0.867 0.19
H -2.13628 -0.37550 -2.43376 -0.326 0.146 -0.190 0.21
H -0.56020 -0.43590 -1.88996 2.298 -0.817 -0.478 0.19
H -1.37771 1.01110 -1.62942 -0.266 0.692 0.065 0.21
C 2.72346 0.57391 0.73807 3.414 3.040 -0.830 -0.39
N 2.36384 -0.73096 0.60622 -2.792 -3.870 -0.014 -0.87
H 3.90265 0.65472 0.95758 -2.676 -0.024 -0.363 0.19
H 2.55228 1.05508 -0.24139 0.344 0.708 0.384 0.16
H 2.18826 1.15419 1.49267 0.032 -0.150 0.220 0.18
H 1.53038 -0.95172 0.03692 0.856 0.488 0.610 0.36
H 3.02793 -1.45133 0.47333 0.792 -0.193 -0.019 0.37
```
Positions in Å, forces in eV/Å.

Values from the calculation:
* ΔE to the lowest compared entry with this formula, charge and spin: 23.9 kcal per mole
* SMILES string: CCC.CN
* E_LUMO: 1.085 eV
* F_max: 4.771 eV/Å
* frontier orbital gap: 9.75 eV
* HOMO: -8.661 eV

=====

Density functional theory data (ωB97M-V/def2-TZVPD) for C5H6O as an isolated structure at a distorted geometry.

```
12
Properties=species:S:1:pos:R:3:forces:R:3:nbo_charge:R:1
C 2.46129 -1.28202 -0.42233 -0.378 0.200 0.128 -0.22
C 1.46747 -0.69079 -0.08890 0.524 -0.180 -0.099 -0.01
C 0.27530 0.05225 0.30397 0.207 0.055 0.241 -0.45
C -1.01311 -0.68932 0.15309 0.086 -0.611 0.614 0.16
O -1.38886 -0.00262 -0.89624 -0.618 0.462 -0.726 -0.36
C -0.32026 0.88134 -0.84303 0.244 -0.232 -0.235 0.02
H 3.33598 -1.81873 -0.71712 -0.152 0.103 0.052 0.24
H 0.38844 0.54803 1.27488 0.037 -0.043 -0.183 0.27
H -1.72104 -1.21010 0.78660 0.115 0.070 -0.060 0.19
H -1.98308 1.38183 1.40354 0.039 0.104 -0.063 -0.03
H -1.66138 1.78275 0.85307 -0.083 -0.014 0.151 0.01
H 0.15927 1.04738 -1.80753 -0.021 0.088 0.179 0.18
```
Positions in Å, forces in eV/Å.

Values from the calculation:
* ΔE to the lowest compared entry with this formula, charge and spin: 157.6 kcal per mole
* E_LUMO (spin up / spin down): 0.489 / 0.116 eV
* F_max: 1.059 eV/Å
* frontier orbital gap (spin up / spin down): 8.76 / 7.99 eV
* HOMO (spin up / spin down): -8.267 / -7.874 eV

=====

Density functional theory data (ωB97M-V/def2-TZVPD) for C6H23B2NO2Ti as an isolated structure at a distorted geometry.

```
35
Properties=species:S:1:pos:R:3:forces:R:3:lowdin_spin:R:1
Ti 0.41161 -0.56212 -0.00908 -0.437 -0.462 -0.606 2.41
B -0.88436 -2.18825 -1.62582 -0.572 -0.112 -0.746 0.03
H -1.43944 -1.47290 -2.36609 -0.818 0.833 -0.937 0.01
H -1.34295 -2.02813 -0.58383 -0.758 0.286 2.212 0.01
H -1.03016 -3.30339 -1.92222 -0.061 -1.255 -0.410 0.00
H 0.22929 -1.92896 -1.63637 2.125 0.500 -0.121 0.01
B 2.63869 -1.84967 0.49528 0.405 -0.873 0.277 0.07
H 2.63186 -2.54055 1.43725 0.190 -0.837 1.196 0.01
H 1.91876 -2.32495 -0.25239 -1.106 -0.874 -1.398 0.02
H 2.23082 -0.84148 0.85272 -0.550 2.246 0.747 0.02
H 3.70363 -1.75257 0.03501 1.234 0.301 -0.513 0.01
C -0.34744 -1.59425 2.67904 0.279 0.076 0.759 0.02
O -0.33931 -0.28215 2.11612 -0.193 -0.706 -0.941 0.08
C -1.58531 0.35040 1.94873 -0.706 1.931 0.866 0.02
C -1.53978 1.39306 0.80383 -0.846 -1.877 0.885 0.04
N -1.57935 0.73933 -0.50034 1.275 0.929 0.582 0.02
C -1.38568 1.70742 -1.56395 1.061 -1.049 -1.427 0.01
C 0.05630 2.29465 -1.57704 -0.512 0.626 0.567 0.01
O 0.93244 1.33488 -1.04540 0.069 -0.253 -0.050 0.08
C 2.32522 1.59736 -1.03353 0.232 -0.439 -0.701 0.04
H 0.52105 -1.59417 3.34061 -0.181 -0.279 0.069 0.00
H -0.21399 -2.41727 1.97108 -0.090 0.358 -0.399 0.00
H -1.27338 -1.76019 3.23754 0.083 0.029 0.085 0.00
H -1.70458 0.96374 2.86174 -0.255 -0.020 -0.047 0.01
H -2.50008 -0.25135 1.91893 0.484 -0.703 -0.379 0.01
H -0.58528 1.87742 1.01962 -0.095 0.512 -0.685 0.02
H -2.43195 2.03043 0.92049 0.284 0.426 0.297 0.01
H -2.38740 0.14879 -0.65705 0.026 -0.038 0.044 0.01
H -2.15016 2.49048 -1.61477 0.131 0.192 0.137 0.00
H -1.40690 1.13133 -2.49482 -0.506 -0.021 0.061 0.00
H 0.05015 3.24702 -1.02671 0.364 -0.150 0.477 0.01
H 0.38230 2.58527 -2.57963 -0.201 -0.268 -0.247 0.00
H 2.86743 0.64934 -1.04932 -0.390 -0.210 0.247 0.01
H 2.62277 2.09334 -0.11073 -0.024 0.523 -0.195 0.02
H 2.60521 2.05810 -1.98889 0.056 0.657 0.294 0.00
```
Positions in Å, forces in eV/Å.

Values from the calculation:
* spin multiplicity: 4
* ΔE to the lowest compared entry with this formula, charge and spin: 0.0 kcal per mole
* E_LUMO (spin up / spin down): 2.888 / 2.739 eV
* F_max: 2.431 eV/Å
* total charge: -1
* frontier orbital gap (spin up / spin down): 2.82 / 8.17 eV
* HOMO (spin up / spin down): 0.072 / -5.428 eV